[1]
ORCA calculation (ωB97M-V/def2-TZVPD) on an isolated ion of composition C2H4NO3 and charge -1 at a distorted geometry.

Geometry as XYZ:
```
10
Properties=species:S:1:pos:R:3:forces:R:3
C -0.99078 0.07678 0.67777 -2.3 -2.1 1.0
N 0.40954 -0.02099 0.56657 2.3 1.5 -3.2
O 0.82970 -1.37602 0.46848 -0.4 -1.1 1.0
C 0.86527 0.76046 -0.90918 -0.6 -0.5 2.1
O 1.70260 0.14698 -1.54752 0.3 -0.8 -0.1
O 0.28813 1.82517 -1.03126 -0.2 0.3 0.0
H -1.58644 0.51417 -0.08540 0.2 1.3 -1.2
H -1.49255 -0.93263 0.62731 0.8 0.4 0.7
H -1.28972 0.56959 1.60775 -0.1 -0.1 0.1
H 1.26425 -1.56352 -0.37451 0.0 1.1 -0.5
```
Forces are in eV/Å.

Summary:
Orbital gap in eV: 8.086
Spin multiplicity: 1
Total charge: -1
Molar mass in g/mol: 90.06
SMILES: CN(O)C(=O)[O-]
Energy above the lowest of the compared OMol25 structures with the same formula, charge and spin in kcal per mole: 63.60
F_max in eV Å⁻¹: 4.180

***

[2]
ORCA calculation (ωB97M-V/def2-TZVPD) on a 2-piece molecular cluster, C7H11N3OS2 overall at a distorted geometry.

Geometry as XYZ:
```
24
Properties=species:S:1:pos:R:3:forces:R:3
S 1.51143 -1.70383 -0.55076 -1.5 0.0 0.5
C 3.07824 -1.11173 -0.79220 -0.6 1.4 0.7
C 3.61402 0.01779 -0.32456 3.4 1.5 1.4
C 5.12437 0.30393 -0.41337 -0.5 -1.0 -0.9
N 5.44131 1.35489 0.20924 0.2 1.8 0.4
N 4.23914 2.07358 0.69634 0.6 -2.5 -0.1
C 3.28610 1.22134 0.57382 -2.4 0.0 -2.4
H 0.98948 -0.70901 0.24037 0.6 -0.5 -0.4
H 3.61932 -1.74086 -1.44538 0.8 -0.5 -0.5
H 5.99151 -0.25499 -0.89776 -1.6 0.4 0.7
H 2.21422 1.55886 0.66175 1.3 -0.4 0.5
O -5.29453 1.57605 -1.10649 -4.7 2.4 -2.2
N -4.60021 1.91818 -0.01762 4.4 -0.4 2.4
C -3.65688 0.97537 0.27044 -4.9 4.3 -0.5
C -3.92418 -0.25980 -0.38568 -1.4 -4.1 0.8
C -3.51930 -1.44234 0.53776 2.1 -1.0 -1.3
S -1.75374 -1.11227 1.06250 0.4 -0.2 -1.3
H -6.13358 2.33232 -1.31405 4.0 -3.0 1.5
H -2.87599 1.08685 1.03617 -1.0 0.4 -0.3
H -3.36330 -0.30359 -1.25984 1.4 -0.6 -1.8
H -4.96866 -0.44792 -0.79858 1.1 0.7 1.1
H -3.95153 -1.66673 1.48217 -1.1 1.0 0.9
H -3.57201 -2.47921 0.11036 0.2 1.2 -0.5
H -1.29218 -0.58035 -0.16410 -0.6 -0.7 1.3
```
Forces are in eV/Å.

Summary:
Orbital gap in eV: 8.794
Spin multiplicity: 1
Molar mass in g/mol: 217.32
SMILES: SC=C1C=NN=C1.O/N=C\CCS
F_max in eV Å⁻¹: 6.542

***

[3]
ORCA calculation (ωB97M-V/def2-TZVPD) on a 14-piece molecular cluster, H29O14 overall at a distorted geometry.

Geometry as XYZ:
```
43
Properties=species:S:1:pos:R:3:forces:R:3
O 2.61431 -1.11954 2.48493 2.2 0.3 -0.8
H -2.81704 0.25852 1.83337 -1.2 -1.0 4.1
O -3.38892 2.20971 -2.44822 1.7 -4.1 -2.2
H 3.64867 -0.04474 -3.55599 1.6 0.1 1.2
H 0.24929 0.52083 -0.09303 -0.1 1.6 0.6
O 1.62966 3.24941 0.75331 -1.1 -0.1 0.4
H -1.95229 -3.75806 2.65325 -2.7 1.2 -0.6
H 1.54631 3.15856 1.69748 -0.7 0.5 1.1
O 4.04669 -0.33891 -2.68986 1.4 1.4 0.3
H -0.63562 0.83052 4.94430 0.1 0.1 0.2
H 4.87235 0.21607 -2.36395 -2.8 -1.4 -1.8
O -1.81895 0.15710 -3.80966 1.9 3.5 5.0
H -2.09948 -0.33003 -4.47079 -2.2 -4.0 -5.2
H -1.53421 0.96928 -4.22190 0.3 0.6 0.0
O -1.04827 2.26473 2.76515 -1.6 0.3 1.6
H 0.98474 -0.46121 1.75369 1.1 -0.4 3.9
H -2.64502 -2.77725 1.59857 -0.6 -1.4 2.0
O -1.75024 -2.56517 -2.23514 -1.0 -0.3 1.9
H -1.13501 -2.48298 -2.92052 1.3 0.2 -1.7
H -4.31868 2.26224 -2.43697 -2.0 0.6 0.2
O -2.65350 0.43679 0.97220 1.9 1.1 -4.1
H -3.45646 0.58730 0.48223 -0.5 0.0 -0.1
H 1.65141 -0.54866 0.37422 1.5 -0.6 -0.1
O -0.13551 1.63464 5.14527 -2.6 -0.2 2.2
H 3.50389 -0.70724 2.62531 -1.3 -0.6 0.2
H 2.10123 -1.01456 3.26326 -0.2 0.0 1.5
O 1.31718 0.13420 -2.12920 0.3 0.3 0.2
H 0.65087 2.28667 0.41263 -1.1 -2.1 -1.9
H 2.55482 3.07808 0.68851 1.3 -0.3 -1.0
O -2.86827 -3.31879 2.43984 3.3 0.3 -1.4
H -0.86483 2.44824 3.77273 -0.9 -0.5 -2.4
H 2.22836 -4.48704 -1.79200 0.3 0.2 -0.8
O 2.82976 -3.80750 -2.16213 -0.8 -0.6 1.1
H 0.55660 1.62333 4.55791 2.9 -0.1 -2.0
H 3.10624 -3.42826 -1.31929 0.5 0.4 -0.2
O -0.05236 1.50759 -0.13128 -2.5 2.2 2.4
H -3.30017 1.27295 -3.00619 0.3 3.4 2.2
H -0.96907 1.49056 0.44354 2.7 -0.1 -1.9
O 0.87199 -0.40283 0.87145 -2.4 -0.2 -4.5
H 2.20435 -0.08143 -2.41841 1.0 0.5 0.4
H -2.05615 2.18325 2.66654 2.3 0.4 0.3
H 0.94259 -0.69277 -2.37778 -1.5 -1.0 -0.2
H -2.61127 -2.41361 -2.61738 -0.3 0.1 -0.2
```
Forces are in eV/Å.

Summary:
Orbital gap in eV: 10.129
Spin multiplicity: 1
Total charge: +1
Molar mass in g/mol: 253.22
Energy above the lowest of the compared OMol25 structures with the same formula, charge and spin in kcal per mole: 138.08
F_max in eV Å⁻¹: 6.942

***

[4]
ORCA calculation (ωB97M-V/def2-TZVPD) on the molecule C3H8N2S at a distorted geometry.

Geometry as XYZ:
```
14
Properties=species:S:1:pos:R:3:forces:R:3
C 1.42427 -1.22952 -0.28144 2.9 1.2 0.4
C 1.21616 0.03946 0.63490 -1.4 -0.7 1.0
N 0.72435 1.12003 -0.23843 -4.4 1.9 1.5
C -0.55500 1.52092 -0.19036 2.4 -3.1 -0.5
N -1.78316 0.83629 0.13686 -2.6 1.6 1.2
S -2.08582 -0.86909 0.13071 -0.4 0.8 -1.0
H 0.54825 -1.73575 -0.64458 -0.5 0.5 -0.3
H 2.02542 -2.01875 0.19463 -0.1 0.3 0.3
H 2.12927 -0.83390 -1.09903 -1.4 -0.8 0.7
H 0.49241 -0.15757 1.57036 1.3 0.2 -2.1
H 2.15196 0.47831 1.12513 -0.9 -1.1 -1.0
H -0.86720 2.44137 -0.61386 0.4 1.1 -0.5
H -2.72766 1.53697 0.43415 4.0 -2.8 -1.3
H -2.69325 -1.12877 -1.15906 0.9 0.8 1.5
```
Forces are in eV/Å.

Summary:
Orbital gap in eV: 9.273
Spin multiplicity: 1
Molar mass in g/mol: 104.18
SMILES: CC/N=C\NS
Energy above the lowest of the compared OMol25 structures with the same formula, charge and spin in kcal per mole: 78.41
F_max in eV Å⁻¹: 5.054

***

[5]
ORCA calculation (ωB97M-V/def2-TZVPD) on C32H31Cl2F6N6O6RuS3 as an isolated structure at a distorted geometry.

Geometry as XYZ:
```
87
Properties=species:S:1:pos:R:3:forces:R:3
Ru -0.50284 -0.30936 0.26511 0.2 0.2 2.8
C 1.22912 -0.22139 4.10397 0.0 0.0 0.0
C 2.33954 0.04945 3.12660 -0.2 0.1 0.1
C 3.43308 0.81054 3.52027 0.0 0.0 0.0
C 4.43537 1.14427 2.62436 -0.1 0.0 0.0
C 4.34538 0.70473 1.31520 0.0 0.0 0.0
C 3.27031 -0.06952 0.89549 0.2 -0.1 -0.1
C 3.18850 -0.56816 -0.50741 0.1 -0.1 0.0
C 2.26333 -0.39973 1.79817 -0.2 0.0 0.2
N 1.10227 -1.12932 1.39912 0.0 0.5 -1.0
C 0.78822 -2.28778 2.04006 0.3 -0.3 0.1
O 1.54071 -3.09302 2.55421 0.1 0.1 0.0
C -0.69673 -2.38892 2.20875 0.1 -0.1 0.2
C -1.45769 -3.35587 2.82863 0.0 0.0 0.1
C -2.78275 -3.03960 3.12991 0.0 0.1 0.0
C -3.29344 -1.77101 2.86611 0.1 -0.1 0.1
C -2.46070 -0.88241 2.22142 -0.1 0.1 0.2
N -1.23199 -1.22460 1.90012 -0.7 -0.7 -1.1
C -2.63968 0.56973 1.92313 0.0 0.7 -0.4
O -3.70880 1.13319 1.96297 0.0 0.0 0.2
N -1.39981 1.11650 1.63561 0.5 -0.6 -0.7
C -1.03696 2.40718 2.03898 -0.1 0.2 0.1
C -1.53243 2.92550 3.26320 0.0 -0.2 -0.1
C -2.33381 2.10477 4.23537 0.0 0.1 0.0
C -1.22598 4.23355 3.61370 0.0 0.0 0.0
C -0.40007 5.02182 2.83459 0.0 0.1 0.1
C 0.19014 4.46381 1.71749 0.1 -0.1 0.0
C -0.09269 3.16310 1.32358 -0.1 0.1 0.1
C 0.62414 2.60007 0.14349 -0.1 0.0 0.0
H 1.35102 0.38823 4.99776 0.0 0.0 0.0
H 1.20853 -1.27124 4.40546 0.0 0.0 0.0
H 0.26144 0.01627 3.65517 0.0 0.0 0.0
H 3.48546 1.16035 4.54416 0.0 0.0 0.0
H 5.27399 1.74972 2.94257 0.0 0.0 0.0
H 5.12581 0.95023 0.60410 0.0 0.0 0.0
H 3.99816 -0.16330 -1.11912 0.0 0.0 0.0
H 2.23949 -0.27979 -0.94171 0.0 0.0 0.0
H 3.22639 -1.65958 -0.54253 0.0 0.0 0.0
H -1.01165 -4.30562 3.08700 0.0 0.0 0.0
H -3.41229 -3.77796 3.60872 0.0 0.0 0.0
H -4.29600 -1.47328 3.13403 0.0 0.0 -0.1
H -3.38284 2.03858 3.94657 0.0 0.0 0.1
H -2.27330 2.55230 5.22663 0.0 0.0 0.0
H -1.95053 1.08186 4.30159 0.0 0.0 0.0
H -1.63045 4.62874 4.53814 0.0 0.0 0.0
H -0.19000 6.04503 3.11748 0.0 0.0 0.0
H 0.90142 5.04028 1.13747 0.0 0.0 0.0
H 1.45837 3.24149 -0.14383 0.0 0.0 0.0
H -0.04163 2.49102 -0.70858 0.0 0.0 0.0
H 1.05995 1.61989 0.38512 0.0 0.0 -0.1
F -2.63796 -0.14085 -3.62672 0.0 0.0 0.0
C -3.19580 1.04764 -3.37323 0.0 0.0 -0.1
F -2.37389 2.00690 -3.79989 0.0 0.0 0.0
F -4.33563 1.12381 -4.05371 0.0 0.0 0.0
S -3.53832 1.25345 -1.57838 -0.1 0.1 0.4
O -2.25852 1.14073 -0.89750 -0.1 -0.2 -0.4
O -4.20894 2.50617 -1.51096 0.0 -0.1 0.0
N -4.51977 0.05641 -1.29838 0.1 0.0 0.0
S -4.12317 -1.31110 -0.65243 -0.1 0.2 0.0
O -4.91784 -1.63712 0.49029 0.1 0.0 -0.2
O -2.68753 -1.54422 -0.57223 0.0 -0.2 0.1
C -4.69322 -2.51836 -1.91613 0.0 -0.1 0.0
F -3.91578 -2.49880 -3.00211 0.0 0.0 0.0
F -5.94376 -2.27283 -2.27648 0.0 0.0 0.0
F -4.62426 -3.74288 -1.38227 0.0 0.0 0.0
Cl 0.11201 -2.80219 -0.77297 -0.1 0.0 -0.3
C -0.91703 -3.14742 -2.18332 0.0 0.0 -0.1
Cl -0.13628 -4.27839 -3.29982 -0.1 0.0 0.1
H -1.09967 -2.20680 -2.69025 0.0 0.0 0.0
H -1.83212 -3.59507 -1.82396 0.0 0.0 0.0
C 3.56865 1.53295 -5.55418 0.0 0.0 0.0
C 3.01735 0.42321 -4.72319 0.0 0.0 -0.1
C 3.50858 -0.84846 -4.67855 0.0 0.0 0.0
C 2.84762 -1.78277 -3.85921 0.0 -0.1 0.1
N 1.81430 -1.45768 -3.09895 0.0 0.0 0.0
C 1.36908 -0.20015 -3.09405 -0.2 -0.1 0.0
S 0.05572 0.39950 -2.19419 0.2 0.1 -0.1
N 1.95261 0.70382 -3.94235 0.0 0.1 0.0
C 3.27065 -3.21376 -3.83103 0.0 0.0 0.0
H 4.32864 1.15983 -6.23470 0.0 0.0 0.0
H 4.01650 2.29405 -4.91283 0.0 0.0 0.0
H 2.77651 2.00807 -6.13436 0.0 0.0 0.0
H 4.36796 -1.12729 -5.26896 0.0 0.0 0.0
H 1.54432 1.63114 -3.94560 0.0 0.0 0.1
H 4.24821 -3.35829 -4.28572 0.0 0.0 0.0
H 2.53281 -3.80614 -4.37545 0.0 0.0 0.0
H 3.27293 -3.57786 -2.80460 0.0 0.0 0.0
```
Forces are in eV/Å.

Summary:
Orbital gap (alpha / beta) in eV: 6.376 / 6.280
Spin multiplicity: 2
Molar mass in g/mol: 977.80
Energy above the lowest of the compared OMol25 structures with the same formula, charge and spin in kcal per mole: 73.54
F_max in eV Å⁻¹: 2.852

***

[6]
ORCA calculation (ωB97M-V/def2-TZVPD) on a 2-piece molecular cluster, C4H9N overall at a distorted geometry.

Geometry as XYZ:
```
14
Properties=species:S:1:pos:R:3:forces:R:3
C 1.96417 -0.23069 0.47135 -0.3 -0.2 -0.6
C 0.89839 -1.02998 0.34191 0.8 0.5 0.0
C -0.49107 -0.68456 0.57745 -1.2 -0.6 0.2
C -1.40672 -1.65516 0.72229 0.7 0.4 -0.4
H 1.90630 0.85021 0.45316 -0.2 0.0 0.6
H 2.95693 -0.66113 0.46047 0.0 0.1 -0.3
H 1.08418 -2.07005 0.09049 -0.1 -0.1 0.4
H -0.84812 0.32095 0.77521 0.6 0.2 0.0
H -2.42067 -1.44305 1.02184 -0.1 0.0 -0.1
H -1.11188 -2.67646 0.51160 -0.2 -0.1 0.2
N -0.75909 2.78103 -1.52021 0.1 -0.5 0.8
H 0.00108 3.14100 -2.07762 -0.3 0.0 -0.4
H -0.52914 1.83058 -1.25127 0.2 0.1 0.0
H -1.64448 2.70084 -1.99257 0.1 0.4 -0.5
```
Forces are in eV/Å.

Summary:
Orbital gap in eV: 9.909
Spin multiplicity: 1
Molar mass in g/mol: 71.12
SMILES: C=CC=C.N
Energy above the lowest of the compared OMol25 structures with the same formula, charge and spin in kcal per mole: 28.76
F_max in eV Å⁻¹: 1.337